101
Properties=species:S:1:pos:R:3:lowdin_spin:R:1 method="wB97M-V/def2-TZVPD" charge=+3 multiplicity=3 lumo_ev="-9.2242 / -8.9927" gap_ha="0.2005 / 0.2608" s_squared=2.06 de_lowest_kcal_mol=56.8
Mo 0.468 0.271 0.353 1.107
C 1.685 -2.853 0.593 0.002
C 1.781 -1.447 1.079 -0.003
C 2.751 -0.557 0.566 0.001
C 3.483 0.291 1.456 -0.005
C 4.701 1.009 0.969 -0.001
C 3.109 0.365 2.785 -0.003
C 1.953 -0.275 3.223 -0.008
C 1.525 -0.174 4.651 -0.001
C 1.211 -1.089 2.328 -0.002
H 1.588 -2.940 -0.486 0.000
H 0.860 -3.345 1.101 0.000
H 2.601 -3.368 0.897 0.000
H 3.240 -0.842 -0.361 0.003
H 4.708 1.140 -0.113 0.000
H 5.585 0.420 1.228 0.000
H 4.820 1.980 1.448 0.000
H 3.691 0.957 3.480 0.000
H 2.130 -0.864 5.247 0.000
H 0.481 -0.449 4.786 0.000
H 1.697 0.826 5.048 0.000
H 0.429 -1.713 2.750 0.001
N -1.775 -0.865 -1.321 0.017
P -0.245 -0.563 -2.000 -0.003
C 0.404 -2.052 -2.763 0.000
C 1.776 -2.291 -2.851 0.000
C 2.246 -3.414 -3.512 0.000
C 1.347 -4.301 -4.094 0.000
C -0.018 -4.066 -4.019 0.000
C -0.491 -2.943 -3.356 0.000
C -0.598 0.559 -3.359 -0.003
C 0.106 0.452 -4.560 -0.002
C -0.192 1.303 -5.613 0.000
C -1.198 2.252 -5.480 -0.002
C -1.910 2.355 -4.292 0.000
C -1.608 1.514 -3.232 -0.002
P -1.416 -1.569 0.185 0.008
C -2.523 -1.062 1.479 0.210
C -2.621 -1.886 2.579 0.014
C -3.207 -1.451 3.773 0.287
C -3.644 -0.102 3.901 0.009
C -3.614 0.731 2.841 0.198
C -3.202 0.279 1.469 0.065
C -1.837 -3.330 -0.061 -0.006
C -1.013 -4.417 -0.351 0.000
C -1.566 -5.656 -0.652 0.000
C -2.939 -5.820 -0.692 0.000
C -3.773 -4.741 -0.432 0.000
C -3.230 -3.509 -0.108 0.002
H -2.552 -1.194 -1.892 0.001
H 2.485 -1.597 -2.415 0.000
H 3.310 -3.598 -3.582 0.000
H 1.714 -5.175 -4.615 0.000
H -0.717 -4.750 -4.481 0.000
H -1.561 -2.779 -3.308 0.000
H 0.870 -0.305 -4.686 0.000
H 0.344 1.211 -6.548 0.000
H -1.440 2.901 -6.311 0.000
H -2.708 3.080 -4.199 0.000
H -2.178 1.591 -2.317 0.000
H -2.219 -2.893 2.539 -0.004
H -3.295 -2.134 4.606 0.015
H -4.019 0.249 4.853 -0.005
H -3.988 1.745 2.930 0.009
H -4.147 0.147 0.911 0.036
H 0.054 -4.331 -0.390 0.000
H -0.912 -6.491 -0.863 0.000
H -3.363 -6.787 -0.928 0.000
H -4.847 -4.862 -0.463 0.000
H -3.905 -2.694 0.124 0.002
C 0.716 5.161 4.696 0.000
C 0.715 4.032 3.710 0.002
C -0.210 2.993 3.795 0.001
C -0.159 1.951 2.897 0.010
N 0.738 1.889 1.891 0.003
C 1.628 2.892 1.803 0.002
C 1.652 3.953 2.682 0.000
H -0.300 5.460 4.948 0.000
H 1.258 6.025 4.320 0.000
H 1.200 4.839 5.621 0.000
H -0.962 2.980 4.574 0.000
H -0.847 1.117 2.983 0.005
H 2.340 2.838 0.991 0.000
H 2.399 4.725 2.556 0.000
N 2.420 1.109 -2.225 0.010
C 1.583 2.163 -1.983 0.002
C 1.572 3.268 -2.845 -0.001
C 0.716 4.304 -2.603 0.002
C -0.121 4.249 -1.479 0.000
C -0.067 3.142 -0.691 0.003
N 0.746 2.066 -0.932 0.002
H 3.090 1.241 -2.969 0.000
H 2.787 0.637 -1.416 0.002
H 2.257 3.286 -3.682 0.000
H 0.704 5.163 -3.260 0.000
H -0.794 5.056 -1.229 0.000
H -0.677 3.074 0.193 0.001
C -2.448 1.370 0.700 0.013
H -2.795 1.505 -0.320 0.001
H -2.447 2.325 1.223 0.000
H -1.371 1.102 0.576 0.005



109
Properties=species:S:1:pos:R:3:lowdin_charge:R:1 method="wB97M-V/def2-TZVPD" charge=+1 lumo_ev=-2.1424 gap_ha=0.2813 de_lowest_kcal_mol=0.0
Ca 1.107 -0.882 -1.079 1.238
C -1.551 3.087 0.295 -0.356
C -2.890 2.423 0.638 -0.344
C -2.894 0.896 0.702 -0.413
Sb -1.898 -0.141 2.329 1.529
C -0.535 1.415 2.949 -0.386
C 0.745 1.455 2.402 -0.207
C 1.672 2.413 2.792 -0.130
C 1.326 3.359 3.748 -0.080
C 0.054 3.332 4.305 -0.068
C -0.864 2.366 3.913 -0.108
C -3.343 0.298 3.839 -0.421
C -4.518 1.011 3.621 -0.127
C -5.399 1.257 4.668 -0.081
C -5.112 0.796 5.943 -0.084
C -3.946 0.079 6.171 -0.083
C -3.071 -0.172 5.124 -0.152
Sb -0.413 2.090 -1.217 1.509
C 1.062 3.597 -1.540 -0.395
C 1.428 3.954 -2.837 -0.145
C 2.487 4.827 -3.054 -0.081
C 3.188 5.353 -1.977 -0.081
C 2.819 5.015 -0.682 -0.080
C 1.763 4.139 -0.465 -0.136
C -1.625 2.490 -2.913 -0.383
C -2.559 3.523 -2.918 -0.112
C -3.306 3.787 -4.058 -0.070
C -3.120 3.027 -5.204 -0.075
C -2.188 1.999 -5.211 -0.079
C -1.447 1.731 -4.068 -0.140
H -0.892 3.132 1.160 0.027
H -1.703 4.113 -0.046 0.061
H -3.627 2.730 -0.111 0.099
H -3.234 2.837 1.591 0.098
H -2.486 0.456 -0.213 0.000
H -3.921 0.527 0.759 0.050
H 1.036 0.742 1.635 0.043
H 2.663 2.418 2.351 0.102
H 2.042 4.107 4.062 0.106
H -0.223 4.067 5.050 0.108
H -1.848 2.357 4.367 0.096
H -4.764 1.382 2.635 0.082
H -6.311 1.811 4.484 0.105
H -5.798 0.990 6.757 0.105
H -3.721 -0.291 7.164 0.105
H -2.168 -0.743 5.315 0.093
H 0.873 3.567 -3.686 0.093
H 2.756 5.106 -4.065 0.107
H 4.010 6.036 -2.147 0.107
H 3.350 5.439 0.161 0.107
H 1.487 3.883 0.552 0.076
H -2.708 4.132 -2.035 0.091
H -4.032 4.589 -4.053 0.109
H -3.701 3.236 -6.092 0.108
H -2.044 1.408 -6.107 0.105
H -0.722 0.926 -4.071 0.065
C -0.016 -1.721 -4.107 -0.063
O 0.891 -0.802 -3.485 -0.355
C 2.129 -0.693 -4.186 -0.179
C 2.922 0.423 -3.560 -0.170
O 3.061 0.154 -2.166 -0.327
C 3.828 1.162 -1.494 -0.047
H -0.343 -1.326 -5.071 0.099
H -0.867 -1.834 -3.439 0.095
H 0.470 -2.688 -4.251 0.094
H 1.945 -0.457 -5.239 0.145
H 2.665 -1.645 -4.123 0.129
H 2.415 1.386 -3.689 0.125
H 3.910 0.479 -4.029 0.145
H 3.365 2.143 -1.620 0.075
H 4.846 1.179 -1.889 0.105
H 3.854 0.897 -0.438 0.068
O -0.825 -5.163 2.147 0.054
C -1.796 -4.962 1.244 -0.266
C -2.853 -5.876 1.225 -0.009
C -3.890 -5.730 0.331 -0.076
C -3.908 -4.670 -0.575 -0.090
C -2.864 -3.770 -0.566 -0.036
C -1.794 -3.893 0.329 -0.094
C -0.714 -2.885 0.262 -0.539
O -0.750 -2.000 -0.669 -0.269
N 0.233 -2.978 1.176 -0.016
N 1.234 -2.021 1.054 -0.190
C 1.944 -1.882 2.108 -0.946
S 1.572 -2.624 3.642 0.969
C 3.043 -1.971 4.489 -0.501
C 3.413 -0.639 3.859 -0.496
S 3.395 -0.896 2.064 0.901
H -0.182 -4.422 2.050 0.045
H -2.830 -6.691 1.936 0.120
H -4.701 -6.447 0.338 0.107
H -4.728 -4.553 -1.270 0.100
H -2.852 -2.934 -1.253 0.107
H 3.859 -2.688 4.402 0.079
H 2.785 -1.849 5.540 0.085
H 4.415 -0.320 4.142 0.086
H 2.695 0.140 4.113 0.067
N 5.449 -4.593 -1.694 0.141
C 4.095 -4.449 -1.737 -0.362
C 3.484 -3.185 -1.652 -0.076
N 2.168 -3.055 -1.722 -0.016
C 1.432 -4.162 -1.875 -0.122
C 2.047 -5.398 -1.963 -0.084
N 3.364 -5.549 -1.897 0.140
H 6.015 -3.855 -1.316 0.099
H 5.793 -5.533 -1.588 0.107
H 4.075 -2.283 -1.532 0.111
H 0.356 -4.051 -1.904 0.105
H 1.458 -6.298 -2.084 0.119



no.,total energy (eV)
1,-73830.475
2,-116298.509